Entry from the Open Molecules 2025 dataset: one molecule with the formula C2H3O2P in a non-equilibrium geometry (wB97M-V/def2-TZVPD).

```
8
Properties=species:S:1:pos:R:3:forces:R:3:mulliken_charge:R:1
O -2.4646 -0.9453 2.5362 -1.78 -0.38 0.92 -0.420
C -1.3891 -0.9824 2.1146 3.69 1.85 -3.05 0.741
O -0.1192 -1.0020 2.4862 0.14 -0.48 -0.20 -0.313
C -0.3170 -0.7965 0.9856 -0.70 2.56 0.90 -0.368
P 0.8934 0.4201 -0.2555 -1.70 -2.52 0.91 -0.012
H -0.0984 -1.5913 0.3762 0.34 -2.76 -0.49 0.228
H 0.2448 -0.3144 -1.3970 0.68 0.92 1.10 0.077
H 0.1068 1.5329 -0.3857 -0.68 0.81 -0.10 0.067
```
Positions in Å, forces in eV/Å.

Output
SMILES string   O=C1O[C@@H]1P
2S+1   1
LUMO energy   0.00887 hartree

Entry from the Open Molecules 2025 dataset: C2H3O2P as an isolated structure in a non-equilibrium geometry (wB97M-V/def2-TZVPD).

```
8
Properties=species:S:1:pos:R:3:forces:R:3:mulliken_charge:R:1
C -1.1844 1.2826 1.8839 1.08 -0.98 0.52 0.217
C -0.5315 0.5410 1.1454 -2.77 0.59 2.73 -0.456
O 0.4735 -1.3194 -0.8641 -0.96 0.13 0.99 -0.436
O 2.0770 -0.1394 0.5357 4.89 -2.61 3.58 -0.621
P 0.7065 -0.1392 0.1588 -2.03 3.79 -1.90 0.636
H -1.6151 1.8371 2.7860 0.64 -0.98 -2.19 0.339
H 1.4375 -1.4192 -0.7381 0.82 -1.71 -1.25 0.371
H 0.9701 1.0484 -0.3906 -1.66 1.78 -2.48 -0.051
```
Positions in Å, forces in eV/Å.

Output
2S+1   1
LUMO energy   0.00580 hartree

Entry from the Open Molecules 2025 dataset: C2H3O2Pd as an isolated structure in a non-equilibrium geometry (wB97M-V/def2-TZVPD).

```
8
Properties=species:S:1:pos:R:3:forces:R:3:mulliken_charge:R:1
O -2.3650 0.3809 -0.4412 0.35 1.27 -0.23 -0.027
Pd -0.9135 -0.3012 1.0735 -0.84 -2.94 4.59 0.808
O -1.3961 1.1263 -0.0738 -3.32 2.06 -2.36 -0.264
C 0.9191 -0.1490 -0.5414 -1.84 4.47 -0.40 -0.541
C 0.6389 -0.9981 0.4048 2.76 0.97 -1.54 -0.229
H 1.7606 0.5485 -0.5811 0.90 -1.26 -0.59 0.344
H -0.0029 0.8610 -0.9222 2.74 -3.65 0.37 0.446
H 1.3590 -1.4684 1.0814 -0.74 -0.91 0.16 0.462
```
Positions in Å, forces in eV/Å.

Output
2S+1   3
LUMO energy (alpha / beta)   -0.27360 / -0.27626 hartree
Net charge   +1

Entry from the Open Molecules 2025 dataset: C2H3O2S2 as an isolated structure in a non-equilibrium geometry (wB97M-V/def2-TZVPD).

```
9
Properties=species:S:1:pos:R:3:forces:R:3:mulliken_charge:R:1
C 2.4639 0.8286 0.4083 -1.20 -1.04 -0.63 0.639
C -1.9738 -0.3604 -0.3151 3.77 0.54 -0.36 -0.829
O 2.0719 1.5908 1.2294 0.57 0.76 0.46 -0.538
O 3.3411 0.5898 -0.4456 0.59 0.55 0.30 -0.487
S 1.6386 -0.7083 -0.2453 -1.60 -0.98 0.22 -0.150
S -1.0988 -1.7651 0.4767 1.68 0.94 -0.60 -0.443
H -2.9031 -0.4161 0.0549 -4.20 -0.97 0.10 0.346
H -1.7772 -0.3195 -1.4304 -0.65 0.25 1.50 0.201
H -1.7625 0.5603 0.2671 1.03 -0.05 -0.98 0.261
```
Positions in Å, forces in eV/Å.

Output
2S+1   1
LUMO energy (alpha / beta)   0.09932 / 0.09924 hartree
Net charge   -1

Entry from the Open Molecules 2025 dataset: an isolated ion of composition C2H3O2S2 and charge -1 in a non-equilibrium geometry (wB97M-V/def2-TZVPD).

```
9
Properties=species:S:1:pos:R:3:forces:R:3:mulliken_charge:R:1
C 0.3681 -0.6901 0.8590 1.15 1.52 -2.61 -1.023
C -0.7422 -0.0278 -0.1648 0.86 -1.96 2.90 0.314
S -2.1576 -0.8259 -0.3063 -0.31 0.15 -0.06 -0.390
S -0.3463 1.3502 -1.2483 0.04 0.71 0.58 0.460
O 0.5280 2.3377 -0.5348 -0.28 -0.93 -0.37 -0.638
O 0.3567 0.2488 -1.9949 1.03 0.10 -0.84 -0.599
H 0.4960 -0.0919 1.7368 0.09 1.26 0.28 0.304
H 0.0758 -1.6156 1.3512 -0.23 -0.49 -1.11 0.345
H 1.4216 -0.6855 0.3022 -2.36 -0.35 1.23 0.227
```
Positions in Å, forces in eV/Å.

Output
SMILES string   CC([S-])=S(=O)=O
2S+1   1
LUMO energy   0.13067 hartree
Net charge   -1

Entry from the Open Molecules 2025 dataset: C2H3O2Y as an isolated structure in a non-equilibrium geometry (wB97M-V/def2-TZVPD).

```
8
Properties=species:S:1:pos:R:3:forces:R:3:mulliken_charge:R:1
H -2.4007 -0.9331 0.5637 0.25 -0.37 -0.36 0.386
C -1.3859 -0.6084 0.2693 -0.88 -1.63 1.82 0.459
O -0.3415 -1.1995 0.5058 0.94 0.89 -0.89 -0.421
O -1.2534 0.6321 -0.1773 -0.27 2.77 -0.87 -0.170
C -2.3159 1.5085 -0.3039 0.92 -0.83 -0.01 0.009
H -2.0094 2.5203 -0.5410 -0.18 0.05 -0.07 0.305
H -3.3168 1.1088 -0.1702 -0.12 0.07 0.02 0.304
Y 1.4319 0.2351 -0.1454 -0.67 -0.94 0.37 2.127
```
Positions in Å, forces in eV/Å.

Output
2S+1   2
LUMO energy (alpha / beta)   -0.63519 / -0.58739 hartree
Net charge   +3

Entry from the Open Molecules 2025 dataset: C2H3O3 as an isolated structure in a non-equilibrium geometry (wB97M-V/def2-TZVPD).

```
8
Properties=species:S:1:pos:R:3:forces:R:3:mulliken_charge:R:1
C 1.5813 -0.5618 0.0256 -0.73 4.75 -0.10 -0.546
C 1.4362 0.6717 -0.0621 0.52 -2.76 -0.29 -0.161
O -3.1329 -0.6625 0.0592 1.30 0.65 -0.06 -0.055
O -1.1024 0.1407 -0.0335 -2.23 0.14 0.00 -0.242
O -2.3914 0.3029 -0.0202 -0.14 -0.46 0.02 0.309
H 1.9989 -1.4554 0.3563 0.05 -1.64 0.20 0.410
H 0.2604 -0.1557 -0.0202 1.46 -0.53 0.10 0.861
H 1.3498 1.7202 -0.3052 -0.23 -0.16 0.13 0.423
```
Positions in Å, forces in eV/Å.

Output
2S+1   1
LUMO energy (alpha / beta)   -0.28934 / -0.28942 hartree
Net charge   +1

Entry from the Open Molecules 2025 dataset: an isolated ion of composition C2H3O3S and charge -1 in a non-equilibrium geometry (wB97M-V/def2-TZVPD).

```
9
Properties=species:S:1:pos:R:3:forces:R:3:mulliken_charge:R:1
C -0.1888 0.3407 -0.0331 5.17 1.33 0.75 0.104
C 1.0746 -0.5895 -0.5023 -0.24 0.42 0.00 -0.279
O -1.9387 1.2972 1.6338 -0.42 -0.49 0.03 -0.586
O -1.3882 0.1153 -0.5892 -2.73 -0.06 -2.04 -0.356
O 2.3605 -0.3097 -0.3294 -0.71 0.95 0.25 -0.849
S -1.5141 0.0094 1.0456 -0.30 0.04 1.39 0.379
H 0.0464 1.3934 0.2546 -0.05 -0.29 -0.75 0.318
H 0.7984 -0.8306 -1.5491 -0.37 0.17 -0.34 0.163
H 0.7499 -1.4261 0.0690 -0.34 -2.08 0.71 0.106
```
Positions in Å, forces in eV/Å.

Output
2S+1   1
LUMO energy   0.12497 hartree
Net charge   -1

Entry from the Open Molecules 2025 dataset: a 2-piece molecular cluster, C2H3O3S overall in a non-equilibrium geometry (wB97M-V/def2-TZVPD).

```
9
Properties=species:S:1:pos:R:3:forces:R:3:mulliken_charge:R:1
C -0.7734 0.4337 0.8912 4.66 2.28 1.70 -0.366
C 0.3361 -0.1002 0.0784 0.57 1.53 -0.22 -0.184
O -0.4475 0.2228 -2.4901 -0.22 0.75 0.32 -0.590
O 0.8607 -1.7469 -1.8915 -1.08 0.37 0.54 -0.611
O 0.0212 -0.7096 1.2339 0.17 -1.11 0.89 -0.272
S -0.2446 -0.8177 -1.4743 1.44 -2.18 -1.59 0.464
H -0.4690 1.3631 1.4694 -1.26 -1.22 -0.67 0.202
H -1.6595 0.0989 0.5899 -4.13 -0.35 -0.73 0.368
H 2.3760 1.2559 1.5931 -0.15 -0.08 -0.22 -0.010
```
Positions in Å, forces in eV/Å.

Output
2S+1   1
LUMO energy (alpha / beta)   0.13119 / 0.09716 hartree
Net charge   -1

Entry from the Open Molecules 2025 dataset: a 2-piece molecular cluster, C2H3O3S overall in a non-equilibrium geometry (wB97M-V/def2-TZVPD).

```
9
Properties=species:S:1:pos:R:3:forces:R:3:mulliken_charge:R:1
C -1.3193 1.0525 0.5364 -0.41 -0.19 -0.68 -0.004
C -0.2255 0.1704 0.4490 -0.16 -3.73 -0.37 -0.402
O 2.4435 -0.3403 0.9431 -0.98 0.24 -0.26 -0.573
O -2.5268 0.8040 0.5024 -0.59 -1.13 0.16 -0.627
O 1.6397 1.6799 -0.3369 0.30 -1.23 0.79 -0.606
S 1.4483 0.2696 0.0725 -0.69 1.00 -2.38 0.694
H -1.2203 2.1258 0.6012 1.68 0.73 0.14 0.391
H -0.8098 -1.6394 0.1067 1.24 3.56 0.78 0.052
H 1.5962 -0.4773 -1.1907 -0.37 0.77 1.84 0.075
```
Positions in Å, forces in eV/Å.

Output
2S+1   1
LUMO energy (alpha / beta)   0.12965 / 0.12964 hartree
Net charge   -1

The following energy relative to the best compared isomer or geometry (same formula, charge and spin) values (in kcal/mol) correspond, in order, to the records above: 71.8; 64.7; 81.8; 50.0; 48.5; 0.0; 243.3; 97.2; 169.5; 134.3.